56
Properties=species:S:1:pos:R:3 method="wB97M-V/def2-TZVPD" relative_energy_kj_mol=166.0 gap_ha=0.3536 lumo_ha=0.0989 total_charge=-1 max_force_ev_per_a=5.9 e_tot_ha=-1451.83933 homo_energy_ha=-0.2547
O -2.1360 2.8211 1.6135
H -2.3325 2.0515 2.1672
H -2.0510 2.5515 0.6413
O -2.8862 -0.2082 -1.8211
H -2.0769 0.4175 -1.2895
H -3.4349 0.2497 -2.4267
O -0.0080 0.6230 3.3081
H 0.4189 1.5132 3.4037
H -0.6924 0.6576 2.5971
O 0.9076 0.7031 -3.3122
H 0.4721 1.4522 -3.0167
H 1.4275 0.3365 -2.5783
O -1.0754 -3.1402 0.1160
H -0.3325 -3.4484 0.8795
H -0.4379 -2.6503 -0.2867
O -1.3392 1.5655 -0.7024
H -0.6847 0.7593 -0.1178
H -0.8074 2.0729 -1.2729
O 1.9075 -1.0831 2.8596
H 2.3291 -0.3706 2.2733
H 1.0852 -0.5208 3.0214
O 0.1675 0.0533 0.5730
H 0.7303 0.6179 1.0860
O 1.8845 3.2534 0.2412
H 2.4164 2.4768 0.2195
H 1.2741 3.1091 0.9896
O 2.4039 -2.9733 -1.8677
H 2.0950 -3.2544 -1.0396
H 1.8568 -3.1568 -2.6160
O 1.1644 -3.4057 1.5930
H 1.5558 -3.9934 2.2655
H 1.3590 -2.5166 1.8903
O 0.3470 3.2161 2.3560
H 0.2218 4.2462 2.4480
H -0.5126 2.9333 1.8837
O 1.8593 -0.3496 -1.1637
H 1.9801 -1.2442 -1.3099
H 1.0466 -0.2814 -0.5523
O 2.7420 0.6088 1.0322
H 2.4772 0.1256 0.1766
H 3.6752 0.7536 1.0279
O -3.5558 -1.1650 0.5462
H -3.0202 -1.9465 0.3609
H -3.2380 -0.8355 -0.4131
O -2.4850 0.3470 2.3422
H -2.8188 -0.1259 1.5329
H -2.1981 -0.3726 2.9595
O -1.0001 -1.1126 -3.4743
H -0.1275 -0.6765 -3.5442
H -1.5378 -0.8545 -2.7471
O -0.0802 -3.3851 -2.4386
H -0.9197 -3.7985 -2.2742
H -0.3987 -2.5038 -2.6389
O 0.5834 3.0386 -1.9786
H 0.8418 3.8429 -2.4146
H 0.9576 2.9764 -1.1078

57
Properties=species:S:1:pos:R:3 method="wB97M-V/def2-TZVPD" relative_energy_kj_mol=277.0 gap_ha=0.3722 lumo_ha=-0.0136 total_charge=0 max_force_ev_per_a=2.7 e_tot_ha=-1452.33426 homo_energy_ha=-0.3859
O -2.4025 0.2572 3.1721
H -2.1767 0.2847 2.2373
H -1.5815 0.0816 3.6352
O -1.2901 0.3637 -0.3399
H -0.5092 -0.1702 -0.4498
H -2.1996 0.3009 -0.6616
O 1.2226 -4.2388 -0.5299
H 1.4012 -3.5262 0.0922
H 1.3370 -5.0612 -0.0454
O -1.4085 0.6066 -3.3021
H -0.7796 1.1012 -3.8440
H -1.0992 0.8902 -2.4274
O -3.8565 0.2224 -2.2102
H -4.3168 -0.5804 -2.4824
H -3.1885 0.2815 -2.9221
O 1.7229 -0.6169 3.8463
H 2.4438 -0.5129 3.2170
H 1.2242 0.1851 3.5879
O 1.9904 -1.3156 0.9841
H 1.3808 -1.7573 1.5899
H 1.4515 -0.8257 0.3432
O -0.2546 2.6584 0.6540
H 0.6612 2.4019 0.7650
H -0.6272 1.8133 0.3337
O 0.5658 4.3042 -1.2669
H 1.2255 4.9616 -1.0120
H 0.3466 4.6284 -2.1470
O -2.7918 3.3823 1.2289
H -2.1770 3.4657 0.4929
H -2.2626 2.8711 1.8501
O -0.4782 -2.1112 2.7888
H -0.6916 -2.9433 3.2220
H 0.2038 -1.7170 3.3566
O -3.8967 0.0413 0.4770
H -4.1519 0.2393 1.3861
H -4.4496 0.6301 -0.0417
O 4.6384 1.5965 -1.8994
H 3.8538 2.1437 -1.9026
H 4.8176 1.2180 -1.0354
O -3.9725 -3.2922 0.7751
H -3.7748 -3.2661 -0.1699
H -3.4067 -2.5476 1.0252
O 1.0159 1.9521 3.1842
H 0.7643 2.5664 2.4863
H 1.9029 2.1588 3.4890
O 1.8030 0.6640 -4.0359
H 1.9649 -0.2768 -4.1608
H 2.5553 0.9666 -3.5140
O 0.5449 -3.7610 -3.2345
H -0.4107 -3.8040 -3.3010
H 0.7617 -4.2928 -2.4533
O 4.5214 0.5396 1.4457
H 5.0308 -0.1100 1.9282
H 3.7739 0.1785 0.9627
O 0.7920 -1.0414 -1.3871
H 1.1620 -0.3527 -1.9577
H 1.0748 -1.8353 -1.8226

57
Properties=species:S:1:pos:R:3 method="wB97M-V/def2-TZVPD" relative_energy_kj_mol=317.4 gap_ha=0.3516 lumo_ha=-0.0158 total_charge=0 max_force_ev_per_a=1.0 e_tot_ha=-1452.31888 homo_energy_ha=-0.3674
O 4.8857 1.0530 1.3951
H 4.3475 0.8970 2.1711
H 4.5083 1.8362 0.9948
O -1.7215 2.7900 -3.2400
H -2.3128 2.0426 -3.1502
H -2.2953 3.5254 -3.4550
O 4.1022 -2.1954 -3.2043
H 4.4284 -1.2969 -3.1547
H 3.4140 -2.2378 -2.5404
O -0.0511 -1.3378 3.7584
H -0.8874 -1.4122 3.2987
H 0.4128 -2.1474 3.5452
O 5.0459 0.1476 -1.5535
H 5.0908 0.8329 -2.2203
H 4.8974 0.6195 -0.7340
O 0.2575 3.4637 -1.3748
H 0.5241 4.1863 -1.9431
H -0.3414 2.9447 -1.9116
O 0.7128 2.3982 4.0979
H 1.6155 2.4381 3.7819
H 0.1782 2.5171 3.3128
O -1.3612 2.1401 2.3647
H -2.2447 2.4967 2.2719
H -1.3542 1.3666 1.8009
O 1.2065 -2.1543 -0.9221
H 1.6910 -1.7752 -0.1888
H 1.4765 -3.0725 -0.9391
O -4.6946 0.7257 2.6821
H -4.7224 1.3765 1.9808
H -4.6588 -0.1159 2.2274
O 0.3781 -2.0320 -3.5063
H 0.4182 -1.9107 -2.5577
H -0.5565 -2.0102 -3.7118
O -4.1314 2.8598 0.9736
H -4.2957 2.2658 0.2412
H -3.7386 3.6343 0.5710
O -0.2177 0.2442 5.9418
H 0.2125 -0.1989 5.2105
H -0.5836 -0.4650 6.4703
O 4.6419 -1.7964 0.2786
H 4.7069 -1.3277 -0.5535
H 5.4876 -2.2347 0.3738
O 2.1754 -4.7244 -0.5969
H 2.4639 -4.9396 0.2901
H 1.6441 -5.4742 -0.8649
O -0.2818 0.0034 0.1780
H 0.0337 -0.6467 -0.4497
H 0.4554 0.1397 0.7733
O -2.5655 0.1793 -1.4521
H -2.0753 -0.0627 -2.2378
H -1.8936 0.3338 -0.7881
O -5.3730 0.3660 -0.4611
H -4.4365 0.4410 -0.6446
H -5.6357 -0.4513 -0.8844
O -2.6579 -1.3983 -4.1132
H -2.9956 -2.1273 -3.5929
H -3.3289 -0.7196 -4.0393

57
Properties=species:S:1:pos:R:3 method="wB97M-V/def2-TZVPD" relative_energy_kj_mol=715.0 gap_ha=0.3494 lumo_ha=-0.0310 total_charge=0 max_force_ev_per_a=6.4 e_tot_ha=-1452.16743 homo_energy_ha=-0.3804
O 1.0555 3.1952 2.7531
H 0.6521 2.7807 3.5162
H 0.5230 3.2088 1.9638
O -1.3517 1.6888 -2.8988
H -1.7589 1.3709 -2.0909
H -2.0016 2.0056 -3.5225
O -1.8839 1.9442 2.0578
H -1.3813 1.9065 1.2376
H -2.1245 2.8848 1.9802
O 3.1557 2.9362 -0.5365
H 3.7717 2.9377 0.2076
H 2.4620 2.4423 -0.0688
O 0.1518 1.0244 -0.6378
H 0.3642 0.3957 -1.3302
H 0.0853 1.8963 -1.0402
O -0.2999 -2.4251 2.7157
H -1.2370 -2.3255 2.4986
H -0.0833 -1.5896 3.1367
O 2.2326 -3.0614 2.5947
H 1.8874 -3.2764 3.4695
H 1.7221 -3.6987 2.0930
O 1.4141 4.1368 -2.2889
H 0.7633 4.3947 -1.6355
H 1.9059 3.3784 -1.9439
O 3.3310 -1.5319 -0.1681
H 3.0151 -2.4321 -0.3124
H 2.5554 -0.9702 -0.1930
O -3.3088 3.6119 0.5309
H -3.0867 2.9751 -0.1581
H -2.8530 4.3978 0.1939
O -1.3479 -0.8311 -1.8333
H -1.7836 -1.6397 -1.5489
H -2.0822 -0.4254 -2.3020
O 3.8012 -0.4368 2.4118
H 4.3025 -1.0504 1.8831
H 2.9489 -0.7340 2.7233
O -3.0672 -3.6204 2.0738
H -2.6447 -3.9277 1.2659
H -3.9944 -3.4762 1.8789
O 0.1238 -0.2002 1.4318
H -0.0921 0.5959 0.9247
H 0.8513 -0.4080 0.8246
O -0.2672 -2.4168 -4.1902
H -0.4286 -1.9039 -4.9904
H 0.6965 -2.3306 -4.1841
O -2.8002 -3.2454 -0.8100
H -3.4806 -2.5617 -0.7693
H -3.2793 -3.9744 -1.2240
O 1.8861 -1.7469 -2.6960
H 1.1602 -1.4764 -2.1207
H 2.5147 -1.0751 -2.3977
O 0.5858 -3.6800 -0.3786
H 0.2233 -4.0191 0.4518
H 0.1765 -2.8046 -0.3476
O -1.5466 4.5877 0.6879
H -0.9767 4.1034 1.2918
H -1.1574 4.4959 -0.1803